No. 1
{
  "formula": "C5H10N2O3",
  "method": "wB97M-V/def2-TZVPD",
  "e_tot_ha": -531.5849,
  "total_charge": 0,
  "homo_ev": -10.424,
  "max_force_ev_per_a": 4.99,
  "smiles": "[H]/N=C(\\OC)C(C)(C)[N+](=O)[O-]",
  "gap_ev": 10.978,
  "species": ["H", "N", "C", "O", "C", "C", "C", "C", "N", "O", "O", "H", "H", "H", "H", "H", "H", "H", "H", "H"],
  "xyz": [[-2.05066, 0.22625, 1.27171], [-1.15847, -0.23850, 1.02263], [-0.39398, 0.34250, 0.23474], [-0.58436, 1.42664, -0.49757], [-1.69912, 2.27536, -0.32172], [1.09281, -0.32590, 0.01939], [1.42434, -1.36064, 0.98301], [1.32431, -0.75645, -1.46701], [1.99842, 0.79254, 0.41971], [2.34346, 0.87254, 1.56630], [2.27612, 1.49167, -0.51606], [-2.37528, 2.16843, -1.11915], [-1.28787, 3.38070, -0.66882], [-2.14970, 2.25211, 0.61760], [1.00821, -0.93429, 1.91011], [0.90965, -2.33488, 0.72983], [2.55470, -1.44313, 1.07641], [2.09636, -1.36738, -1.77010], [1.37139, 0.08104, -2.02355], [0.44804, -1.39076, -1.76014]],
  "atomic_forces_ev_per_a": [[0.6704, -0.3417, -0.6504], [-1.1389, -0.1693, 1.4617], [1.5458, -1.3526, -0.4300], [0.7795, 0.3882, -0.4208], [2.4968, 3.5123, -2.5208], [-1.1502, 0.3336, -1.6919], [-0.3968, -2.0223, 1.6271], [-3.4803, -1.2069, 2.2637], [-0.5614, -0.4543, -1.5977], [0.4850, 1.0430, 0.4949], [1.2201, 1.7806, 0.0837], [-1.2784, -0.9885, -0.7820], [-0.8103, -2.5391, 1.6828], [-0.5149, 0.0633, 1.5781], [0.4332, -1.0953, 0.1067], [0.7436, 1.0433, 0.4084], [-1.5554, -0.2863, -0.1965], [2.4151, -1.2366, 0.4761], [-0.2030, 2.7025, -2.1473], [0.2999, 0.8262, 0.2542]],
  "mulliken_charge": [0.254, -0.581, 0.141, -0.264, -0.884, 1.529, -1.508, -1.823, 0.966, -0.606, -0.608, 0.308, 0.228, 0.415, 0.383, 0.334, 0.371, 0.514, 0.487, 0.344]
}

---

No. 2
{
  "formula": "C5H10N2S",
  "method": "wB97M-V/def2-TZVPD",
  "e_tot_ha": -703.8955,
  "total_charge": 0,
  "homo_ev": -8.720,
  "max_force_ev_per_a": 6.48,
  "gap_ev": 7.746,
  "species": ["C", "C", "C", "C", "C", "H", "H", "H", "H", "H", "H", "H", "H", "H", "H", "N", "N", "S"],
  "xyz": [[-0.57541, -0.45990, -0.03612], [-0.61667, 0.53830, -1.21628], [0.41058, 1.63519, 0.71421], [-0.04497, 0.15159, 1.22169], [0.83657, -0.83372, 0.48452], [-0.83747, -3.13174, -0.55950], [-2.58409, -1.44993, 0.85693], [-0.36895, 0.45673, -2.25459], [-1.71932, 1.03149, -1.18825], [1.03238, 1.59991, -1.16252], [-0.27391, 2.32508, 1.17873], [1.28155, 1.95145, 1.11962], [-0.52285, -0.06716, 2.25200], [0.67109, -1.85101, 0.98695], [2.22108, -1.46532, -1.20824], [-1.63093, -1.57623, -0.27278], [0.22555, 1.76969, -0.66984], [2.49577, -0.62442, -0.24651]],
  "atomic_forces_ev_per_a": [[0.2871, -2.4957, -2.2916], [-2.9026, 4.6557, 3.4481], [-4.4932, -1.5927, 1.9148], [0.7159, 1.6158, -0.4352], [-1.6051, -2.5850, 1.6099], [-1.9023, 3.7216, 1.4437], [3.7263, -1.0934, -3.6133], [0.4040, -1.1395, -0.2967], [2.1349, -1.5757, -0.3527], [2.7301, 0.0153, -0.9432], [-0.7251, 0.2734, 0.4787], [3.3840, 0.4653, 0.6896], [1.1163, 0.5194, -1.8449], [0.8062, 1.2975, -0.9521], [-0.0090, -0.5941, -0.7944], [-0.3296, -0.2444, 2.7466], [-2.3200, -1.9825, -1.8321], [-1.0180, 0.7390, 1.0248]],
  "mulliken_charge": [0.742, -0.701, -0.937, -0.173, -0.746, 0.213, 0.292, 0.346, 0.243, 0.374, 0.352, 0.480, 0.318, 0.411, 0.122, -0.648, -0.479, -0.209]
}

---

No. 3
{
  "formula": "C5H10N2S",
  "method": "wB97M-V/def2-TZVPD",
  "e_tot_ha": -704.0022,
  "total_charge": 0,
  "homo_ev": -8.353,
  "max_force_ev_per_a": 5.54,
  "smiles": "CCC(=S)C/N=C\\N",
  "gap_ev": 8.435,
  "species": ["C", "C", "C", "S", "C", "N", "C", "N", "H", "H", "H", "H", "H", "H", "H", "H", "H", "H"],
  "xyz": [[-1.52605, -1.06947, -0.89892], [-1.45751, -0.54610, 0.53565], [-0.63656, 0.73455, 0.53099], [-1.05945, 2.09855, -0.16371], [0.70779, 0.49404, 1.29667], [0.97895, -0.78597, 0.63666], [1.55229, -0.30107, -0.44041], [1.99165, 0.98462, -0.68730], [-0.61548, -1.18765, -1.66702], [-1.70439, -2.33354, -0.81289], [-2.46514, -0.40087, -1.53805], [-1.07445, -1.14897, 1.46472], [-2.62624, -0.33849, 0.96101], [0.63472, 0.29240, 2.38047], [1.47300, 1.36483, 1.02687], [1.84804, -1.03222, -1.10118], [1.50713, 1.88094, -0.02964], [2.47171, 1.29442, -1.49390]],
  "atomic_forces_ev_per_a": [[-1.8432, -3.3003, -2.8459], [-2.3932, 0.8051, 2.7332], [0.1754, -0.5959, 2.8822], [-0.1066, 1.0286, -0.6235], [-1.5638, 0.5505, 1.0781], [2.6141, 3.0234, -1.7815], [1.0731, -0.0175, 1.3414], [-2.1090, 2.6433, 1.9653], [-1.5675, 1.2275, 2.2745], [-0.4383, 3.5997, -0.3931], [2.8988, -2.4935, 1.9723], [-0.5262, 0.3437, -2.5645], [2.9817, -0.1433, -1.6250], [-0.3691, 0.6180, -0.3852], [-1.8413, -2.4833, 3.0527], [0.8570, -1.2479, -2.0228], [1.9400, -3.1763, -4.1089], [0.2183, -0.3817, -0.9491]],
  "mulliken_charge": [-0.905, -0.278, 0.274, -0.249, -0.600, -0.551, -0.163, -0.426, 0.240, 0.239, 0.245, 0.335, 0.294, 0.329, 0.173, 0.605, 0.253, 0.184]
}

---

No. 4
{
  "formula": "C5H10N2S",
  "method": "wB97M-V/def2-TZVPD",
  "e_tot_ha": -704.0695,
  "total_charge": 0,
  "homo_ev": -8.753,
  "max_force_ev_per_a": 6.25,
  "gap_ev": 9.386,
  "species": ["C", "C", "C", "C", "C", "H", "H", "H", "H", "H", "H", "H", "H", "H", "H", "N", "N", "S"],
  "xyz": [[1.79956, 1.22399, 0.10907], [0.88258, 0.03820, -0.14421], [0.05249, -0.47120, 1.21112], [-1.61127, -0.19141, -0.32348], [-0.38467, 0.57304, -1.03023], [1.26650, 1.84536, 0.99540], [1.76789, 2.13690, -0.99630], [3.09290, 0.99589, 0.12074], [0.64876, -2.16425, -0.60844], [-0.07170, 0.38935, 1.78915], [0.58171, -1.21034, 2.07731], [-1.54141, -1.71840, 1.19988], [-3.33813, -0.81661, -0.36973], [-0.46191, 0.36572, -2.07858], [-0.71410, 1.63563, -0.79165], [-1.03175, -1.04090, 0.63210], [-2.64539, -0.19046, -0.96380], [1.70796, -1.40053, -0.82833]],
  "atomic_forces_ev_per_a": [[2.2191, 3.2803, -1.9306], [-1.5470, 0.8596, 0.3896], [5.4795, -0.8192, 1.1019], [5.9157, -0.6713, -1.2962], [-1.3003, -0.2625, 4.1748], [2.0305, -1.2101, -1.8854], [0.0068, -2.9667, 3.4637], [-4.2335, 0.6309, 0.6758], [-0.2880, -0.4461, -0.0681], [-0.8084, 1.8059, 0.9223], [-0.9202, 1.5913, -2.9770], [-0.3318, 0.5418, -0.5282], [1.0310, 1.3070, -1.7968], [0.4885, -0.1405, -0.4083], [1.2704, -0.9041, -0.5231], [-3.6297, -1.1197, -0.0899], [-5.8704, -1.7765, 1.1895], [0.4879, 0.3001, -0.4141]],
  "mulliken_charge": [-1.068, 0.847, -0.823, 0.147, -0.689, 0.244, 0.227, 0.272, 0.130, 0.382, 0.184, 0.262, 0.248, 0.331, 0.290, -0.186, -0.573, -0.225]
}

---

No. 5
{
  "formula": "C5H10N2S",
  "method": "wB97M-V/def2-TZVPD",
  "e_tot_ha": -704.0228,
  "total_charge": 0,
  "homo_ev": -8.393,
  "max_force_ev_per_a": 7.20,
  "smiles": "C=CN(C)C(=S)CN",
  "gap_ev": 8.672,
  "species": ["C", "C", "N", "C", "C", "S", "C", "N", "H", "H", "H", "H", "H", "H", "H", "H", "H", "H"],
  "xyz": [[0.64945, -2.11450, -0.02575], [-0.10956, -1.05678, 0.10251], [0.26145, 0.10231, -0.62038], [1.19173, 0.10666, -1.87194], [-0.63773, 1.15790, -0.51202], [-0.43454, 2.59026, -1.25288], [-1.32888, 1.02724, 0.87090], [-0.32125, 1.13798, 1.83041], [1.66618, -2.26550, -0.53368], [0.40463, -3.04311, 0.59047], [-0.94350, -0.84710, 0.87012], [2.12639, 0.39401, -1.25995], [0.60376, 0.93750, -2.45119], [1.37987, -0.91415, -2.29636], [-1.88522, 0.08164, 1.03755], [-2.24481, 1.70691, 1.00584], [0.63744, 0.33033, 1.78658], [-1.01541, 0.66842, 2.72979]],
  "atomic_forces_ev_per_a": [[1.6642, -3.9722, 1.2860], [0.6219, 0.9618, 0.0591], [-2.2403, 0.0472, -2.0056], [-0.6360, 0.8226, 3.0183], [1.5721, -0.6668, 2.0743], [-0.7522, 0.4359, -0.5023], [-3.2850, 0.2694, -2.3383], [1.4136, -3.4819, 6.1387], [-1.9394, 0.7795, 0.3293], [0.1912, 1.4130, -0.8420], [2.0095, -1.9072, -2.0599], [-0.8218, 0.2019, -2.0971], [2.1340, -1.6184, 0.3266], [-0.7925, 1.0585, 0.2781], [-0.3623, 0.6150, -0.8791], [1.9979, 0.0769, -0.1590], [-4.2701, 2.9875, -0.2148], [3.4953, 1.9776, -2.4122]],
  "mulliken_charge": [-0.906, 0.237, 0.154, -0.851, 0.225, -0.375, -0.603, -0.594, 0.214, 0.227, 0.128, 0.335, 0.243, 0.276, 0.267, 0.345, 0.373, 0.305]
}

---

Let's list ΔE to the lowest compared entry with this formula, charge and spin in order: 138.1 206.0 139.0 96.8 126.1 kcal/mol.